one) # CHNO3S

2 unconnected molecules or ions with the total composition CHNO3S (ωB97M-V/def2-TZVPD, OMol25).

Each line ends with the Mulliken charge.
Atoms and positions in Å:
C (-1.686, -1.135, -0.003)  -0.23
N (-1.063, -0.191, 0.141)  0.48
O (-0.706, 1.000, 0.271)  -0.31
O (1.703, 0.085, 0.263)  -0.43
O (1.157, 1.584, -1.538)  -0.43
S (1.181, 1.334, -0.113)  0.74
H (-0.587, -2.676, 0.979)  0.18

Calculated values
* gap between HOMO and LUMO (spin up / spin down): 9.232 / 5.541 eV
* molar mass: 107.09 g/mol
* LUMO energy (spin up / spin down): -1.843 / -4.745 eV
* HOMO level (spin up / spin down): -11.07 / -10.29 eV

=====

two) # CHNO3S

2 unconnected molecules or ions with the total composition CHNO3S (ωB97M-V/def2-TZVPD, OMol25).

Each line ends with the Mulliken charge.
Atoms and positions in Å:
C (-1.147, -0.507, -0.934)  0.08
N (-1.881, -1.344, -0.700)  -0.32
O (-0.128, 1.280, 1.038)  -0.37
O (0.981, -0.877, 1.365)  -0.36
O (1.826, 0.674, -0.314)  -0.36
S (0.896, 0.363, 0.694)  1.01
H (-0.546, 0.410, -1.151)  0.31

Calculated values
* SMILES string: O=S(=O)=O.C#N
* gap between HOMO and LUMO: 11.935 eV
* molar mass: 107.09 g/mol
* LUMO energy: -0.837 eV
* HOMO level: -12.77 eV

=====

Quick one: most stable of them? two)

=====

one) # C56H70N14

A molecular structure, C56H70N14 (ωB97M-V/def2-TZVPD, OMol25).

Each line ends with the Mulliken charge.
Atoms and positions in Å:
N (-3.183, -4.631, -0.402)  0.18
C (-1.986, -5.126, 0.137)  -1.25
C (-1.469, -4.084, 0.865)  -0.29
C (-2.444, -3.021, 0.928)  1.47
C (-3.460, -3.397, 0.042)  -1.38
H (-3.728, -5.275, -0.958)  0.29
H (-1.571, -6.102, -0.071)  0.39
H (-0.520, -4.050, 1.381)  0.50
H (-2.319, -2.076, 1.436)  -0.91
H (-4.462, -3.013, -0.084)  0.69
N (2.035, 0.810, 2.714)  0.20
C (1.494, 0.120, 3.699)  -1.41
C (0.619, 1.007, 4.289)  -0.51
C (0.610, 2.248, 3.621)  -0.62
C (1.514, 2.100, 2.609)  0.01
H (2.928, 0.549, 2.321)  1.42
H (1.868, -0.856, 3.971)  0.62
H (-0.021, 0.839, 5.143)  0.36
H (0.086, 3.151, 3.894)  0.77
H (1.888, 2.820, 1.896)  0.14
N (-0.907, 1.724, -0.628)  1.63
C (-1.077, 3.079, -0.393)  -0.07
C (-2.201, 3.507, -1.057)  -1.70
C (-2.460, 2.549, -1.921)  -0.62
C (-1.678, 1.442, -1.706)  0.20
H (-0.162, 1.129, -0.295)  -1.13
H (-0.370, 3.541, 0.281)  0.44
H (-2.502, 4.532, -0.892)  0.53
H (-3.159, 2.598, -2.743)  0.38
H (-1.409, 0.494, -2.147)  -1.35
N (4.657, 0.118, 2.540)  0.14
C (3.825, -0.487, 1.633)  -0.81
C (3.304, 0.461, 0.788)  0.31
C (3.889, 1.700, 1.227)  0.73
C (4.799, 1.480, 2.241)  -1.77
H (5.212, -0.344, 3.246)  0.30
H (3.651, -1.552, 1.689)  0.37
H (2.702, 0.387, -0.105)  0.80
H (3.653, 2.637, 0.746)  0.56
H (5.497, 2.112, 2.770)  0.44
N (0.927, -2.285, -2.252)  0.36
C (0.225, -2.599, -3.373)  -2.10
C (-1.054, -3.025, -3.060)  -1.06
C (-1.164, -2.941, -1.647)  0.65
C (0.051, -2.406, -1.182)  -0.44
H (1.876, -1.945, -2.197)  -0.17
H (0.721, -2.454, -4.321)  1.06
H (-1.815, -3.394, -3.731)  0.41
H (-1.990, -3.165, -0.988)  0.19
H (0.351, -2.136, -0.181)  0.20
N (-1.591, 0.214, 3.321)  0.30
C (-1.002, -0.638, 4.173)  -0.93
C (-1.559, -1.909, 3.893)  -1.69
C (-2.628, -1.804, 2.957)  -0.72
C (-2.525, -0.456, 2.563)  0.94
H (-1.466, 1.215, 3.276)  0.50
H (-0.237, -0.309, 4.861)  0.55
H (-1.399, -2.844, 4.409)  1.28
H (-3.311, -2.524, 2.531)  0.58
H (-3.256, -0.088, 1.858)  -0.49
N (0.259, -2.047, 2.428)  1.40
C (0.401, -3.173, 3.172)  0.17
C (1.722, -3.631, 3.012)  -2.22
C (2.355, -2.829, 2.027)  -0.75
C (1.419, -1.809, 1.699)  0.46
H (-0.488, -1.369, 2.483)  -0.35
H (-0.455, -3.527, 3.726)  0.38
H (2.162, -4.487, 3.502)  0.36
H (3.333, -2.939, 1.582)  0.92
H (1.526, -0.900, 1.125)  -0.80
N (1.480, 4.861, -1.603)  -0.11
C (2.434, 5.014, -0.643)  -2.08
C (2.528, 3.823, 0.033)  0.37
C (1.499, 2.936, -0.389)  -0.11
C (0.926, 3.634, -1.395)  -0.80
H (1.151, 5.597, -2.211)  0.29
H (2.973, 5.950, -0.648)  0.44
H (3.111, 3.655, 0.927)  0.44
H (1.267, 2.029, 0.150)  1.64
H (0.085, 3.433, -2.042)  0.31
N (2.723, 1.146, -4.532)  0.06
C (1.406, 1.241, -4.243)  -1.93
C (1.280, 1.808, -3.001)  1.60
C (2.576, 1.999, -2.525)  0.14
C (3.480, 1.578, -3.430)  -1.19
H (3.168, 0.708, -5.326)  0.34
H (0.624, 0.837, -4.868)  0.84
H (0.412, 2.102, -2.430)  -0.31
H (2.747, 2.379, -1.528)  0.75
H (4.545, 1.403, -3.456)  0.39
N (-0.035, 0.173, 1.239)  3.02
C (-0.895, -0.463, 0.387)  2.21
C (-0.291, -0.387, -0.832)  -0.06
C (0.913, 0.344, -0.758)  0.78
C (1.081, 0.593, 0.591)  -2.73
H (-0.260, 0.388, 2.199)  -0.44
H (-1.856, -0.832, 0.716)  -1.64
H (-0.618, -0.829, -1.762)  -1.85
H (1.474, 0.565, -1.653)  -1.20
H (1.825, 1.169, 1.120)  -1.62
N (-4.425, 0.814, -0.359)  -0.19
C (-4.568, -0.191, 0.644)  -1.67
C (-3.646, -1.121, 0.443)  -0.62
C (-2.984, -0.895, -0.794)  1.00
C (-3.403, 0.325, -1.255)  0.07
H (-4.891, 1.711, -0.361)  0.34
H (-5.102, 0.092, 1.539)  0.79
H (-3.587, -1.943, 1.140)  1.57
H (-2.357, -1.596, -1.324)  -0.33
H (-3.171, 0.870, -2.158)  1.33
N (-2.540, 1.881, 1.890)  0.92
C (-3.642, 1.845, 2.730)  0.08
C (-3.214, 2.342, 3.982)  -1.28
C (-1.874, 2.551, 3.854)  -0.52
C (-1.499, 2.273, 2.609)  0.87
H (-2.526, 1.581, 0.926)  -1.90
H (-4.573, 1.580, 2.251)  0.53
H (-3.619, 2.381, 4.982)  0.37
H (-1.277, 2.920, 4.675)  0.43
H (-0.553, 2.352, 2.095)  0.39
N (-1.001, -0.681, -3.813)  0.23
C (-0.505, -0.832, -5.066)  -0.50
C (-0.824, 0.277, -5.878)  -1.42
C (-1.539, 1.098, -5.111)  -0.44
C (-1.696, 0.516, -3.869)  0.22
H (-0.989, -1.322, -3.032)  1.18
H (0.075, -1.688, -5.377)  0.25
H (-0.568, 0.461, -6.911)  0.52
H (-1.970, 2.019, -5.475)  0.46
H (-2.315, 0.814, -3.036)  -0.50
N (2.717, -0.650, -1.744)  1.31
C (3.323, -1.477, -2.664)  -0.41
C (3.388, -2.739, -2.141)  -1.54
C (2.536, -2.770, -1.076)  -0.71
C (2.297, -1.432, -0.644)  0.50
H (2.553, 0.346, -1.710)  0.30
H (3.718, -1.033, -3.566)  0.46
H (3.955, -3.576, -2.521)  0.56
H (2.290, -3.690, -0.565)  0.67
H (1.724, -1.184, 0.237)  0.08

Calculated values
* gap between HOMO and LUMO: 6.845 eV
* molar mass: 939.27 g/mol
* LUMO energy: 0.660 eV
* HOMO level: -6.18 eV

=====

two) # C56H70N14

14 unconnected molecules or ions with the total composition C56H70N14 (ωB97M-V/def2-TZVPD, OMol25).

Each line ends with the Mulliken charge.
Atoms and positions in Å:
N (-4.562, 3.752, -1.132)  0.11
C (-5.570, 4.064, -0.274)  -0.55
C (-5.156, 3.845, 1.017)  -1.24
C (-3.792, 3.495, 0.890)  0.42
C (-3.386, 3.520, -0.419)  -1.05
H (-4.609, 3.920, -2.122)  0.21
H (-6.475, 4.513, -0.652)  0.42
H (-5.704, 4.091, 1.909)  0.46
H (-3.062, 3.287, 1.665)  0.61
H (-2.451, 3.255, -0.877)  0.65
N (1.205, -2.084, -3.113)  0.74
C (0.342, -1.198, -3.711)  -0.82
C (0.578, -1.283, -5.069)  -0.56
C (1.534, -2.327, -5.262)  -0.77
C (1.929, -2.773, -4.036)  -0.68
H (1.153, -2.244, -2.120)  -0.02
H (-0.360, -0.586, -3.175)  0.69
H (0.035, -0.729, -5.817)  0.50
H (1.933, -2.688, -6.198)  0.43
H (2.651, -3.505, -3.718)  0.55
N (3.811, 3.968, -4.348)  0.01
C (3.264, 3.621, -3.135)  -1.03
C (3.091, 2.268, -3.102)  0.21
C (3.358, 1.827, -4.427)  -0.47
C (3.776, 2.896, -5.205)  -0.87
H (4.217, 4.851, -4.597)  0.17
H (3.210, 4.334, -2.327)  0.46
H (2.682, 1.671, -2.306)  0.62
H (3.432, 0.810, -4.783)  0.46
H (4.166, 2.869, -6.206)  0.42
N (-0.948, -2.710, 3.382)  0.26
C (-1.558, -3.774, 2.776)  -0.75
C (-0.644, -4.789, 2.735)  -0.96
C (0.566, -4.303, 3.282)  -0.58
C (0.374, -2.962, 3.603)  -0.74
H (-1.380, -1.813, 3.540)  0.25
H (-2.621, -3.700, 2.613)  0.57
H (-0.823, -5.786, 2.364)  0.57
H (1.574, -4.687, 3.331)  0.95
H (1.028, -2.276, 4.114)  0.48
N (2.241, -5.550, 0.818)  0.33
C (2.689, -6.849, 0.698)  -0.54
C (3.630, -6.836, -0.307)  -0.53
C (3.910, -5.499, -0.645)  -0.91
C (2.954, -4.733, 0.016)  -0.40
H (1.516, -5.244, 1.451)  0.18
H (2.216, -7.710, 1.137)  0.38
H (4.056, -7.746, -0.702)  0.40
H (4.656, -5.115, -1.320)  0.44
H (2.793, -3.668, 0.047)  0.58
N (2.040, 4.786, 1.291)  0.15
C (1.287, 3.779, 1.818)  -1.20
C (0.145, 3.644, 1.041)  0.85
C (0.220, 4.642, 0.056)  -0.33
C (1.373, 5.361, 0.244)  -1.45
H (2.908, 5.119, 1.668)  0.25
H (1.559, 3.276, 2.732)  0.48
H (-0.702, 3.028, 1.289)  0.29
H (-0.516, 4.936, -0.678)  0.45
H (1.731, 6.321, -0.092)  0.50
N (-4.462, -1.052, 3.844)  0.13
C (-4.079, -0.039, 3.022)  -1.28
C (-4.453, -0.366, 1.736)  0.74
C (-5.082, -1.666, 1.818)  -0.63
C (-5.084, -2.028, 3.120)  -1.21
H (-4.237, -1.049, 4.821)  0.24
H (-3.539, 0.796, 3.438)  0.48
H (-4.274, 0.066, 0.766)  0.48
H (-5.472, -2.153, 0.940)  0.61
H (-5.645, -2.767, 3.675)  0.44
N (-3.108, -3.231, -1.834)  0.12
C (-2.150, -3.416, -2.789)  -0.75
C (-1.151, -4.189, -2.312)  -0.77
C (-1.485, -4.458, -0.964)  -0.12
C (-2.665, -3.829, -0.667)  -0.76
H (-3.978, -2.747, -1.954)  0.26
H (-2.175, -2.992, -3.783)  0.48
H (-0.195, -4.414, -2.750)  0.71
H (-0.900, -4.947, -0.197)  0.47
H (-3.280, -3.778, 0.217)  0.38
N (-5.169, 0.021, -3.664)  0.09
C (-4.737, 0.341, -2.401)  -1.17
C (-5.808, 0.830, -1.666)  0.14
C (-6.913, 0.775, -2.545)  -0.99
C (-6.480, 0.367, -3.783)  -0.65
H (-4.524, -0.138, -4.417)  0.27
H (-3.701, 0.182, -2.142)  0.81
H (-5.888, 1.178, -0.650)  0.65
H (-7.947, 1.044, -2.387)  0.42
H (-7.010, 0.334, -4.720)  0.43
N (-0.220, 1.871, 5.385)  0.00
C (-1.095, 1.759, 4.341)  -1.35
C (-0.512, 0.898, 3.406)  0.45
C (0.759, 0.579, 3.922)  -0.46
C (0.961, 1.271, 5.100)  -1.38
H (-0.438, 2.432, 6.188)  0.21
H (-1.989, 2.358, 4.412)  0.46
H (-0.885, 0.550, 2.455)  0.69
H (1.482, -0.095, 3.483)  0.82
H (1.741, 1.214, 5.842)  0.52
N (-0.524, -1.439, 0.376)  1.87
C (-1.224, -0.372, -0.076)  -1.28
C (-0.333, 0.605, -0.439)  0.13
C (0.954, 0.043, -0.305)  0.45
C (0.830, -1.195, 0.304)  -1.84
H (-0.919, -2.228, 0.862)  -0.46
H (-2.290, -0.539, -0.107)  0.32
H (-0.513, 1.558, -0.907)  0.32
H (1.861, 0.576, -0.540)  0.03
H (1.557, -1.912, 0.643)  0.32
N (4.464, -1.132, 3.312)  0.16
C (3.558, -2.161, 3.498)  -0.75
C (3.482, -2.408, 4.840)  0.02
C (4.394, -1.567, 5.498)  -1.33
C (5.069, -0.870, 4.506)  -0.32
H (4.759, -0.694, 2.450)  0.24
H (3.010, -2.575, 2.668)  0.63
H (2.826, -3.141, 5.284)  0.53
H (4.581, -1.540, 6.559)  0.45
H (5.913, -0.204, 4.540)  0.45
N (0.460, 3.821, -5.021)  0.23
C (-0.084, 4.220, -6.200)  -0.54
C (-1.266, 3.531, -6.380)  -0.79
C (-1.531, 2.843, -5.184)  -0.44
C (-0.411, 2.967, -4.391)  -0.54
H (1.244, 4.265, -4.573)  0.22
H (0.389, 4.926, -6.862)  0.38
H (-1.896, 3.701, -7.239)  0.40
H (-2.390, 2.259, -4.895)  0.52
H (-0.125, 2.584, -3.424)  0.58
N (5.712, 2.489, 3.436)  0.14
C (6.347, 1.605, 2.616)  -0.96
C (5.441, 1.206, 1.645)  -1.43
C (4.221, 1.893, 1.908)  0.91
C (4.437, 2.712, 2.973)  -0.83
H (6.053, 2.883, 4.293)  0.21
H (7.391, 1.369, 2.740)  0.42
H (5.724, 0.744, 0.711)  0.64
H (3.313, 1.745, 1.344)  0.54
H (3.791, 3.329, 3.578)  0.36

Calculated values
* gap between HOMO and LUMO: 8.100 eV
* molar mass: 939.27 g/mol
* LUMO energy: 0.417 eV
* HOMO level: -7.68 eV

=====

Quick one: most stable of them? two)